# 1
13
Properties=species:S:1:pos:R:3:forces:R:3 method="wB97M-V/def2-TZVPD" total_charge=+1 mol_weight_g_mol=149.0 orbital_gap_ev="9.2 / 6.5" multiplicity=3 homo_energy_ev="-12.11 / -14.89" e_tot_ha=-2784.86629 e_above_lowest_kj_mol=144.44 lumo_energy_ha="-0.1060 / -0.3091"
C 1.058 -0.603 -0.987 2.62 1.76 0.45
C 0.919 0.911 -0.820 -1.60 0.51 -0.36
C -0.346 -0.416 1.236 -0.19 4.18 -2.25
C -1.708 -0.296 0.635 -6.04 -1.72 1.90
N 0.063 -0.059 -0.145 5.01 0.23 -0.34
Br -2.708 1.339 0.685 1.18 -1.47 0.04
H 0.812 -1.044 -1.922 -0.27 -0.52 -0.54
H 2.040 -0.841 -0.462 -1.59 -0.81 -0.66
H 1.615 1.462 -0.192 -0.06 -0.21 0.09
H 0.331 1.579 -1.492 0.66 -0.86 0.12
H 0.078 0.448 1.841 -1.26 -0.92 -0.27
H 0.147 -1.294 1.488 0.02 -2.11 0.47
H -2.299 -1.184 0.133 1.54 1.94 1.34

# 2
78
Properties=species:S:1:pos:R:3:forces:R:3 method="wB97M-V/def2-TZVPD" mol_weight_g_mol=508.4 orbital_gap_ev=6.3 homo_energy_ev=-7.52 e_tot_ha=-2376.55665 lumo_energy_ha=-0.0456
O 3.195 -2.080 1.457 0.92 -1.91 -0.87
C 3.179 -3.101 0.355 -1.28 -1.72 1.11
C 4.581 -3.904 0.166 -0.23 -1.09 -0.06
C 5.752 -3.200 -0.701 1.13 -1.34 0.43
Si 5.535 -1.367 -1.186 1.30 0.36 0.09
O 6.783 -0.399 -0.385 -3.30 0.04 2.52
B 6.292 0.176 0.884 1.37 0.36 0.64
O 7.314 0.487 1.939 -1.50 -2.43 -2.22
O 4.881 0.502 1.192 3.04 1.81 -1.63
H 3.194 -2.598 2.315 0.03 0.79 -1.64
H 2.699 -2.675 -0.642 1.40 -0.49 2.25
H 2.385 -3.909 0.736 1.65 1.53 -1.05
H 4.315 -4.935 -0.374 0.43 2.24 1.20
H 5.030 -4.227 1.220 -1.22 0.88 -2.12
H 6.763 -3.289 -0.073 -2.05 0.26 -1.45
H 5.950 -3.824 -1.687 -0.45 1.30 1.97
H 5.774 -1.219 -2.645 0.22 -0.03 0.16
H 4.188 -0.813 -0.965 0.12 -0.07 0.17
H 7.991 -0.258 1.975 -1.13 1.64 -0.39
H 4.759 1.471 0.896 0.06 -2.23 0.74
O -0.387 -3.883 2.026 -0.41 -2.28 3.93
P -1.591 -3.131 2.646 0.74 3.97 -7.88
N -2.646 -3.606 1.376 -0.90 -1.30 -0.88
C -3.742 -2.836 0.803 -0.26 0.26 0.38
C -3.084 -5.000 1.490 0.69 -0.31 -0.07
N -0.863 -1.603 2.269 0.62 1.67 0.39
C -0.995 -0.995 0.948 -0.41 -0.08 -0.01
C 0.560 -1.519 2.639 0.01 -0.52 -0.01
N -2.975 -2.268 3.358 0.24 -0.87 3.45
C -3.059 -0.818 3.548 0.43 0.47 -0.04
C -3.274 -2.901 4.655 -0.77 -0.42 0.00
H -4.622 -2.809 1.455 -0.12 0.01 0.02
H -4.056 -3.273 -0.153 0.25 -0.22 0.19
H -3.474 -1.811 0.565 0.16 0.01 0.21
H -3.845 -5.107 2.270 -0.29 -0.13 -0.02
H -2.245 -5.660 1.746 -0.08 0.27 -0.02
H -3.495 -5.372 0.546 -0.02 0.20 0.08
H -0.776 -1.708 0.146 -0.02 -0.01 -0.17
H -0.325 -0.134 0.830 0.07 -0.29 0.28
H -1.987 -0.573 0.799 -0.11 -0.11 -0.15
H 1.212 -1.990 1.885 -0.50 0.30 0.44
H 0.748 -2.014 3.597 -0.03 -0.02 -0.03
H 0.878 -0.478 2.752 -0.23 0.04 -0.09
H -2.210 -0.418 4.108 -0.09 0.10 -0.13
H -3.969 -0.551 4.099 -0.02 -0.54 0.06
H -3.154 -0.297 2.594 0.36 -0.17 0.02
H -2.499 -2.680 5.391 -0.09 0.06 0.26
H -3.327 -3.991 4.541 0.10 -0.01 -0.05
H -4.246 -2.580 5.045 0.15 0.05 -0.06
O -1.957 1.783 -1.442 -0.60 -2.38 -3.82
P -1.600 2.837 -2.518 1.68 4.28 7.37
N 0.013 2.994 -1.948 1.59 -0.65 0.27
C 0.831 4.200 -1.928 -0.07 0.25 -0.47
C 0.869 1.873 -2.344 -0.36 -0.57 0.37
N -2.617 4.009 -1.744 -1.55 1.30 0.35
C -2.146 4.808 -0.615 0.35 0.05 -0.20
C -3.944 3.488 -1.375 0.02 -0.41 -0.14
N -1.189 4.050 -3.755 -1.47 -1.37 -2.89
C -1.797 5.377 -3.872 -0.51 0.25 0.25
C -1.299 3.396 -5.072 0.77 -0.11 -0.42
H 1.211 4.464 -2.921 0.08 0.06 -0.06
H 1.698 4.061 -1.271 -0.20 -0.32 -0.06
H 0.315 5.067 -1.527 -0.22 -0.08 -0.11
H 1.151 1.952 -3.399 0.28 0.00 -0.12
H 0.357 0.912 -2.203 -0.03 0.27 0.00
H 1.781 1.829 -1.740 -0.11 0.16 -0.06
H -1.659 4.192 0.146 0.09 0.03 0.12
H -2.968 5.355 -0.137 -0.10 -0.35 -0.23
H -1.467 5.594 -0.939 0.22 -0.05 0.01
H -3.918 2.920 -0.431 -0.02 0.03 -0.25
H -4.337 2.824 -2.152 0.07 0.02 0.13
H -4.669 4.299 -1.256 0.23 0.16 -0.08
H -2.889 5.335 -3.928 0.09 0.15 0.07
H -1.444 5.887 -4.777 0.19 -0.49 -0.08
H -1.490 6.029 -3.053 -0.21 -0.29 0.14
H -2.340 3.193 -5.327 -0.07 0.05 -0.27
H -0.763 2.438 -5.065 -0.06 -0.03 0.09
H -0.843 4.003 -5.861 -0.10 0.00 0.14

# 3
49
Properties=species:S:1:pos:R:3:forces:R:3 method="wB97M-V/def2-TZVPD" total_charge=-1 mol_weight_g_mol=427.3 orbital_gap_ev="3.3 / 8.5" multiplicity=2 homo_energy_ev="-1.16 / -6.44" e_tot_ha=-1715.28069 e_above_lowest_kj_mol=19.26 lumo_energy_ha="0.0773 / 0.0773"
C 1.296 -1.541 -6.710 0.90 -0.20 -0.67
N 1.074 -2.272 -5.453 -0.22 -0.17 -0.55
O 0.552 -1.612 -4.594 -0.51 -0.21 1.20
O 1.491 -3.415 -5.355 -0.32 0.54 0.15
H 2.134 -2.105 -7.120 0.07 0.63 -0.45
H 1.499 -0.514 -6.406 0.27 -0.20 -0.24
H 0.468 -1.538 -7.419 -0.29 -0.52 0.55
C -2.993 -8.589 -0.266 0.28 0.40 0.15
N -2.348 -9.817 0.170 2.92 -1.94 0.60
O -2.862 -10.369 1.122 -0.46 -0.24 -0.13
O -1.216 -10.169 -0.252 -2.47 1.09 0.03
H -2.644 -8.307 -1.259 -0.30 0.00 0.21
H -2.590 -7.930 0.504 -0.14 0.59 -0.37
H -4.059 -8.685 -0.063 0.24 0.01 -0.50
C -1.651 -4.608 -3.876 0.40 0.04 -0.15
N -0.924 -5.433 -2.844 -1.99 -0.37 -0.01
O -1.685 -6.158 -2.134 2.47 1.34 -1.03
O 0.285 -5.349 -2.829 -0.78 -0.71 0.83
H -0.907 -4.064 -4.458 -0.18 -0.25 0.05
H -2.331 -3.912 -3.386 0.06 -0.26 0.12
H -2.232 -5.302 -4.484 0.11 0.24 0.10
C 3.287 -5.662 -3.636 -0.12 0.61 0.56
N 3.197 -7.122 -3.561 -0.28 0.59 2.41
O 3.058 -7.661 -4.593 -0.21 -2.03 -2.93
O 3.235 -7.684 -2.475 0.25 0.41 -0.11
H 2.812 -5.355 -4.567 0.23 0.03 0.25
H 4.354 -5.443 -3.602 -0.13 0.24 -0.01
H 2.754 -5.276 -2.767 0.26 0.14 -0.17
C -2.059 -3.562 -9.329 0.14 -0.24 0.29
N -2.274 -3.927 -7.875 3.15 0.95 -5.52
O -3.398 -4.184 -7.612 -5.58 -1.31 2.15
O -1.337 -3.753 -7.104 2.48 0.64 2.44
H -2.652 -4.229 -9.954 0.02 -0.10 0.18
H -1.015 -3.594 -9.641 0.06 -0.23 0.39
H -2.411 -2.552 -9.539 -0.23 0.31 0.31
C -4.379 -4.768 -1.098 -0.66 1.02 0.28
N -4.834 -5.225 0.271 -0.88 0.52 0.02
O -4.885 -6.423 0.445 0.20 -0.05 0.24
O -5.237 -4.392 1.088 0.86 -0.74 -1.03
H -4.571 -5.539 -1.845 0.40 -0.02 0.37
H -3.355 -4.397 -1.045 -0.01 -0.54 0.08
H -5.002 -3.900 -1.311 -0.01 -0.08 -0.05
C -4.659 -6.546 -6.185 -0.41 -0.23 1.41
N -5.189 -5.285 -5.647 0.11 2.10 -2.02
O -4.550 -4.836 -4.670 -1.37 0.08 -0.42
O -6.145 -4.723 -6.270 1.71 -0.95 1.77
H -3.692 -6.636 -5.692 0.01 -0.24 -0.62
H -4.671 -6.676 -7.267 -0.14 0.40 0.35
H -5.355 -7.185 -5.642 0.11 -1.11 -0.52

# 4
13
Properties=species:S:1:pos:R:3:forces:R:3 method="wB97M-V/def2-TZVPD" mol_weight_g_mol=139.1 orbital_gap_ev=9.8 homo_energy_ev=-9.44 e_tot_ha=-829.20655 e_above_lowest_kj_mol=125.23 lumo_energy_ha=0.0143
C -0.448 -0.056 -0.541 4.14 3.82 1.39
N -1.448 -0.758 -0.954 -1.08 -2.00 -0.69
N -0.498 1.152 0.215 -1.54 -1.94 -0.97
N 0.810 -0.285 -0.897 -1.45 1.77 1.25
O 2.848 -1.340 0.272 -0.32 1.24 0.02
O 1.764 0.553 1.427 -0.19 0.05 0.32
O -1.793 1.322 0.880 0.92 -1.33 -2.41
S 2.425 0.067 0.212 1.08 -1.46 -0.25
H -2.299 -0.668 -0.446 -0.77 -0.03 0.21
H -1.153 -1.690 -1.278 -0.81 0.76 0.17
H 0.349 1.084 0.854 -0.87 0.36 0.09
H 0.945 -1.083 -1.412 0.60 -2.29 -1.46
H -1.502 1.703 1.668 0.27 1.07 2.33

# 5
17
Properties=species:S:1:pos:R:3:forces:R:3 method="wB97M-V/def2-TZVPD" total_charge=-2 mol_weight_g_mol=132.1 orbital_gap_ev=7.9 homo_energy_ev=-1.40 e_tot_ha=-496.30197 e_above_lowest_kj_mol=62.68 lumo_energy_ha=0.2376
C 0.110 2.601 1.252 -0.51 -0.22 -0.66
C 0.922 1.896 0.153 -0.89 -0.24 0.44
C -0.534 1.609 2.270 2.17 0.27 2.21
O -1.618 1.821 2.850 -0.79 0.32 -1.12
O 0.370 0.841 2.717 -0.50 -0.49 -0.60
H 0.763 3.180 1.907 -0.04 0.33 -0.14
H -0.629 3.244 0.763 -0.06 0.16 0.27
H 1.304 2.562 -0.621 0.35 0.16 0.19
H 0.221 1.242 -0.352 -0.06 -0.31 -0.32
H 1.659 1.238 0.601 0.30 0.17 -0.09
C -0.985 -2.830 -1.420 0.19 -1.22 0.69
C 0.449 -2.873 -1.989 0.69 1.04 -0.91
O 1.269 -3.658 -1.468 -0.36 -0.44 0.39
O 0.688 -2.124 -2.973 -0.40 0.03 -0.04
H -1.590 -3.499 -2.041 -0.25 0.40 -0.21
H -1.485 -1.900 -1.167 0.24 0.38 -0.73
H -0.913 -3.352 -0.482 -0.07 -0.34 0.63

# 6
62
Properties=species:S:1:pos:R:3:forces:R:3 method="wB97M-V/def2-TZVPD" total_charge=+1 mol_weight_g_mol=668.6 orbital_gap_ev="4.2 / 5.1" multiplicity=5 homo_energy_ev="-7.56 / -10.89" e_tot_ha=-1639.00524 e_above_lowest_kj_mol=231.89 lumo_energy_ha="-0.1223 / -0.2127"
Pt -0.109 -0.393 0.899 0.38 0.63 0.32
N -1.821 0.861 -1.702 -0.18 -0.01 0.32
C -2.619 -0.018 -1.073 -0.03 0.16 -0.58
N -3.708 -0.440 -1.698 -0.39 0.01 0.03
C -4.497 -1.278 -1.010 0.57 0.65 -0.57
N -5.611 -1.715 -1.592 -0.01 -0.02 -0.02
N -4.232 -1.716 0.228 0.39 -0.48 1.20
C -3.085 -1.329 0.741 -0.42 0.69 -2.14
N -2.234 -0.450 0.139 -0.02 -0.69 1.17
C -2.615 -1.779 2.037 0.95 -0.49 1.30
C -3.458 -1.932 3.168 0.16 0.24 -0.70
C -2.872 -1.885 4.435 0.64 0.06 0.48
C -1.527 -1.648 4.570 -0.44 -0.13 -0.27
C -0.682 -1.447 3.371 0.29 -0.16 0.55
N -1.299 -1.828 2.138 -0.83 0.10 -0.74
H -2.140 1.252 -2.571 0.03 0.00 -0.02
H -1.088 1.318 -1.179 -0.11 -0.11 -0.21
H -5.807 -1.445 -2.540 -0.07 0.01 0.01
H -6.202 -2.359 -1.099 -0.04 -0.03 -0.03
H -4.525 -1.988 3.029 -0.08 0.02 -0.05
H -3.489 -1.978 5.316 -0.07 -0.08 0.05
H -1.049 -1.574 5.533 -0.06 0.03 0.20
H 0.288 -1.955 3.474 -0.20 0.10 -0.01
C -1.061 -2.459 -2.410 0.03 -0.16 0.77
C -0.423 -2.127 -1.231 -0.50 -0.99 -0.85
N 0.517 -1.182 -1.119 -0.22 0.18 0.84
C 1.029 -0.659 -2.287 0.85 0.57 -0.41
C 0.450 -0.989 -3.548 -0.70 -0.53 0.19
C -0.654 -1.838 -3.583 0.68 0.52 -0.22
C 1.041 -0.507 -4.755 0.50 0.35 -0.20
C 2.190 0.204 -4.743 -0.62 -0.31 -0.27
C 2.812 0.558 -3.513 0.82 0.49 0.37
C 3.999 1.289 -3.461 -0.74 -0.34 -0.30
C 4.538 1.664 -2.238 -0.18 -0.17 0.66
C 3.887 1.239 -1.089 0.86 0.49 0.24
N 2.807 0.496 -1.132 -0.07 -0.22 0.31
C 2.207 0.134 -2.285 -1.44 -0.86 -0.39
H -1.850 -3.193 -2.408 -0.02 -0.15 0.04
H -0.666 -2.656 -0.315 -0.11 0.02 -0.10
H -1.129 -2.068 -4.523 -0.03 -0.01 -0.19
H 0.560 -0.772 -5.686 0.01 -0.01 -0.09
H 2.660 0.520 -5.661 0.03 0.05 -0.10
H 4.489 1.576 -4.380 -0.03 0.01 -0.10
H 5.434 2.256 -2.171 0.07 0.07 0.12
H 4.245 1.507 -0.103 0.09 0.04 0.13
C 1.857 -0.005 1.379 -0.53 -0.37 1.10
C 2.001 1.380 1.789 0.06 0.74 0.06
C 1.364 2.376 1.021 0.14 -0.20 0.10
C 1.366 3.691 1.417 0.01 0.13 0.04
C 2.023 4.057 2.589 0.03 -0.10 0.04
C 2.684 3.098 3.345 -0.03 0.25 0.04
C 2.681 1.774 2.951 -0.10 -0.24 -0.35
H 2.353 -0.711 2.049 0.05 0.00 -0.20
H 2.243 -0.076 0.317 0.52 -0.04 -1.30
H 0.865 2.077 0.101 0.06 0.09 0.02
H 0.861 4.439 0.825 -0.03 0.07 -0.05
H 2.017 5.088 2.908 0.03 0.10 0.03
H 3.197 3.386 4.249 0.04 0.03 0.07
H 3.188 1.029 3.548 0.05 -0.09 0.05
C -0.430 0.032 2.954 -0.10 0.06 -0.27
H -1.349 0.611 3.074 0.03 -0.05 0.03
H 0.381 0.491 3.515 0.03 0.06 -0.17

# 7
19
Properties=species:S:1:pos:R:3:forces:R:3 method="wB97M-V/def2-TZVPD" mol_weight_g_mol=127.2 orbital_gap_ev=10.2 homo_energy_ev=-9.23 e_tot_ha=-427.28404 e_above_lowest_kj_mol=101.23 lumo_energy_ha=0.0342
C 0.743 1.713 0.319 -1.02 -2.09 0.21
C 1.839 -0.517 -0.218 -1.95 -0.64 0.27
C -0.453 1.102 0.335 1.98 -0.76 -0.22
C 2.000 0.942 0.011 -1.87 -0.28 -2.42
C -0.581 -0.437 0.064 1.36 1.33 -2.47
C -1.449 -0.614 -1.253 4.05 -2.46 -0.74
C -1.193 -1.107 1.198 1.66 -1.13 1.76
N 0.718 -1.135 -0.212 0.42 0.83 -0.27
F -1.604 1.778 0.551 0.23 -0.33 -0.10
H 0.903 2.739 0.444 -0.27 1.46 0.29
H 2.713 -1.093 -0.530 -0.01 0.05 0.30
H 2.228 1.255 -1.020 0.68 0.38 0.17
H 2.809 1.151 0.620 1.62 0.60 1.30
H -2.420 -0.272 -1.172 -2.23 -0.03 0.47
H -1.207 -1.723 -1.609 -1.37 2.09 0.96
H -1.030 -0.050 -2.098 0.27 0.22 0.41
H -1.430 -2.135 1.075 -0.41 -0.78 -0.60
H -1.994 -0.520 1.375 -3.33 1.29 1.08
H -0.592 -1.078 2.120 0.19 0.23 -0.39

# 8
56
Properties=species:S:1:pos:R:3:forces:R:3 method="wB97M-V/def2-TZVPD" total_charge=-1 mol_weight_g_mol=553.4 orbital_gap_ev=7.3 homo_energy_ev=-4.80 e_tot_ha=-4750.08145 e_above_lowest_kj_mol=0.00 lumo_energy_ha=0.0917
Ga -1.095 -0.011 0.764 0.17 0.41 0.40
C -0.115 0.556 -2.388 -0.05 0.04 -0.01
C -0.910 1.705 -1.849 0.16 -0.07 -0.05
C -1.282 2.765 -2.713 0.04 -0.06 -0.04
C -1.931 3.844 -2.214 -0.06 0.05 0.02
C -2.212 3.923 -0.830 0.03 0.04 -0.03
C -2.806 5.069 -0.255 -0.01 -0.04 -0.03
C -3.023 5.100 1.093 0.03 -0.05 0.07
C -2.682 3.997 1.896 -0.06 0.04 0.00
C -2.117 2.848 1.378 -0.01 -0.05 -0.03
S -1.722 1.510 2.421 -0.10 0.08 -0.09
C -1.853 2.820 -0.030 0.03 -0.17 -0.01
N -1.227 1.723 -0.574 -0.13 0.09 0.11
H 0.355 0.838 -3.330 0.01 0.01 0.01
H -0.752 -0.314 -2.560 -0.01 0.02 -0.01
H 0.648 0.272 -1.665 0.00 0.00 0.00
H -1.035 2.690 -3.763 0.01 0.00 0.01
H -2.233 4.662 -2.859 0.03 0.01 0.01
H -3.072 5.903 -0.893 0.01 0.00 0.00
H -3.457 5.978 1.554 -0.02 -0.02 0.01
H -2.870 4.032 2.962 -0.01 0.03 -0.02
F 0.722 0.213 0.930 -0.15 -0.15 -0.08
C 3.805 0.536 -2.995 0.00 0.02 0.04
C 4.472 0.208 -1.666 0.09 -0.09 -0.10
S 3.279 0.037 -0.315 0.21 0.17 0.27
O 4.123 -0.129 0.915 -0.21 0.00 -0.28
C 2.640 -1.612 -0.770 -0.04 0.00 0.16
C 3.327 -2.710 0.025 0.01 -0.02 -0.05
H 4.552 0.691 -3.775 0.01 0.00 0.01
H 3.208 1.447 -2.913 0.01 -0.01 0.01
H 3.140 -0.262 -3.328 0.01 0.00 0.00
H 5.107 1.028 -1.327 0.05 -0.02 -0.04
H 5.076 -0.703 -1.703 0.02 0.03 -0.03
H 2.778 -1.740 -1.844 -0.04 -0.01 -0.02
H 1.573 -1.576 -0.561 -0.01 -0.06 0.02
H 4.375 -2.829 -0.257 0.00 0.00 -0.01
H 2.808 -3.655 -0.144 0.01 0.00 -0.01
H 3.306 -2.480 1.089 -0.02 0.01 0.00
C -1.765 -3.552 2.818 0.04 0.01 -0.03
C -0.287 -3.567 2.364 -0.06 0.01 -0.01
C 0.207 -2.165 2.695 -0.03 -0.04 -0.04
O -0.963 -1.341 2.569 0.12 -0.07 -0.02
C -2.028 -2.084 3.174 0.05 0.01 0.00
H -1.947 -4.199 3.677 0.01 0.00 0.00
H -2.403 -3.864 1.994 -0.02 -0.03 0.01
H -0.243 -3.729 1.288 0.02 -0.01 0.00
H 0.307 -4.333 2.864 -0.01 0.00 0.01
H 0.963 -1.760 2.029 -0.01 0.00 -0.01
H 0.559 -2.097 3.731 0.01 0.03 0.02
H -2.966 -1.691 2.793 0.00 0.01 -0.05
H -1.973 -1.919 4.255 -0.01 0.02 0.03
O -0.687 -1.630 -0.329 -0.32 -0.14 -0.22
S -2.035 -2.154 -0.854 0.20 -0.07 0.05
O -2.103 -2.005 -2.294 -0.01 -0.02 0.07
O -2.280 -3.494 -0.364 0.03 0.08 -0.05
S -3.255 -0.793 0.081 -0.02 -0.01 0.00